{"formula": "CNPS", "method": "ωB97M-V/def2-TZVPD", "energy_ev": -22647.64226, "gap_ev": [5.8, 5.8], "de_lowest_ev": 2.232, "charge": 0, "multiplicity": 1, "species": ["S", "C", "N", "P"], "xyz": [[-0.96575, -3.02998, -0.68596], [0.94053, 1.06103, 0.40087], [0.09238, 0.33917, 0.06505], [-1.83814, -1.34459, -0.69236]], "forces_ev_per_angstrom": [[-1.165, 2.101, -0.028], [0.647, 0.550, 0.256], [-2.316, -1.939, -0.902], [2.834, -0.713, 0.674]]}

=====

{"formula": "CO3Sn", "method": "ωB97M-V/def2-TZVPD", "energy_ev": -13004.42402, "gap_ev": 4.1, "de_lowest_ev": 5.665, "charge": 0, "multiplicity": 1, "species": ["O", "O", "Sn", "O", "C"], "xyz": [[-0.10050, 0.71611, -0.71425], [1.43341, 0.68955, 0.77326], [-1.16755, -1.86287, -1.65300], [-0.45380, -0.06281, 1.16379], [0.28844, 0.52001, 0.43018]], "forces_ev_per_angstrom": [[-1.550, 0.370, -5.757], [3.184, 1.562, 0.769], [0.699, 2.038, 1.363], [-4.432, -3.339, 4.010], [2.099, -0.632, -0.385]]}